(1)
{
  "formula": "C14H37I2OP2Si2W",
  "method": "ωB97M-V with the def2-TZVPD basis set",
  "symbols": ["C", "H", "H", "H", "P", "H", "H", "H", "H", "C", "H", "C", "H", "C", "H", "Si", "I", "O", "C", "H", "H", "H", "C", "Si", "H", "H", "H", "H", "P", "H", "H", "H", "H", "C", "C", "H", "H", "I", "C", "C", "H", "H", "H", "H", "H", "H", "W", "H", "C", "H", "H", "H", "C", "C", "H", "C", "H", "H", "H"],
  "xyz": [[-0.19, -3.23, 2.38], [2.36, 1.61, 3.89], [-1.59, 1.18, 5.17], [-1.69, -1.14, 5.44], [2.39, 0.44, 0.14], [0.97, 3.25, 1.62], [-2.28, -0.82, -1.91], [-3.82, 0.11, -1.75], [-0.27, -4.15, 2.98], [1.36, -1.84, 4.59], [-0.48, 3.62, 2.51], [0.00, -1.05, -0.34], [-4.61, 1.24, 0.57], [-3.60, 1.61, 0.75], [-2.76, -1.32, 1.98], [-0.06, 1.45, 3.19], [0.01, 1.55, -3.04], [0.11, -2.07, -0.94], [1.39, 1.75, 4.36], [-2.69, -2.05, 0.35], [-2.28, 0.93, -2.12], [2.27, -1.63, 4.02], [-3.08, -1.19, 0.93], [-0.19, -1.73, 3.52], [-2.65, -1.49, 4.02], [2.37, 1.06, -2.18], [-0.65, 2.82, 1.00], [0.71, -3.28, 1.77], [-2.42, 0.35, 0.21], [-2.53, 1.34, 3.69], [-1.79, 2.76, 4.45], [3.43, 2.61, 0.19], [-1.91, -2.81, 4.93], [3.58, 1.67, 0.75], [-0.01, 2.87, 1.88], [2.36, -0.71, -1.98], [1.09, -0.43, 2.08], [0.02, -0.96, -4.59], [3.07, -1.14, 0.83], [2.80, 0.21, -1.62], [1.37, 2.79, 4.77], [-4.16, -1.15, 0.83], [-1.03, -3.21, 1.67], [-3.44, 1.87, 1.81], [1.35, -1.14, 5.42], [3.42, 1.87, 1.83], [-0.06, 0.72, 0.58], [4.59, 1.30, 0.58], [0.00, -0.22, 2.38], [1.36, 1.10, 5.24], [2.68, -1.99, 0.24], [1.45, -2.87, 5.02], [-1.74, -1.79, 4.57], [-1.63, 1.70, 4.21], [4.16, -1.08, 0.71], [-2.76, 0.12, -1.55], [-3.46, 2.52, 0.14], [3.92, 0.19, -1.74], [2.82, -1.30, 1.88]],
  "largest_force_ev_per_a": 4.45,
  "spin_multiplicity": 3,
  "relative_energy_kj_mol": 0.0,
  "charge": 3,
  "orbital_gap_ev": [3.48, 3.46]
}

(2)
{
  "formula": "C14H37O22Zn2",
  "method": "ωB97M-V with the def2-TZVPD basis set",
  "symbols": ["O", "H", "O", "H", "H", "H", "H", "H", "H", "H", "O", "O", "C", "H", "H", "O", "O", "C", "H", "O", "H", "H", "C", "O", "H", "O", "C", "O", "H", "H", "H", "C", "H", "H", "O", "C", "O", "H", "Zn", "O", "O", "H", "H", "C", "H", "H", "C", "H", "Zn", "H", "H", "C", "H", "O", "H", "C", "O", "H", "O", "H", "O", "O", "C", "H", "H", "C", "H", "C", "H", "C", "O", "O", "H", "O", "H"],
  "xyz": [[2.51, -0.60, 0.66], [2.66, -2.02, -2.48], [-2.96, 0.60, 2.90], [3.36, -1.06, 0.68], [-4.87, 1.79, 5.19], [5.27, 3.22, -1.95], [0.44, 5.45, 3.03], [-1.29, -2.90, -4.90], [-3.52, -1.98, -1.23], [-4.60, 0.19, 4.85], [3.80, -4.91, -3.69], [2.38, -3.82, 1.19], [0.93, 5.44, 2.06], [0.18, 2.70, -1.75], [5.98, 1.80, -1.17], [-2.78, 1.76, -4.48], [-0.55, 3.60, 1.52], [1.33, -4.06, 0.64], [0.15, -2.55, -4.60], [-4.00, 0.51, -2.39], [-1.87, -2.76, -2.37], [-2.05, -1.41, 1.42], [0.58, 4.12, 1.41], [4.12, 1.73, 0.36], [-1.30, -1.13, -1.89], [0.32, 0.97, -0.13], [0.99, 0.54, 4.95], [-0.72, -2.61, -4.19], [1.91, -1.24, 0.28], [-0.79, -3.61, 0.65], [1.75, -3.07, -3.60], [1.10, 1.02, 3.50], [-0.06, -2.68, 1.88], [0.22, -2.27, 0.25], [3.65, -4.17, -1.58], [0.16, -3.13, 0.91], [2.88, 1.48, -1.34], [3.13, -2.41, -4.16], [2.19, 1.41, 0.86], [-1.68, 0.40, 0.24], [-2.72, -1.87, 1.93], [-4.79, 0.82, -1.96], [5.22, 1.70, -2.77], [5.14, 2.15, -1.78], [-1.19, 0.46, -2.76], [-2.64, 1.14, -3.76], [2.74, -2.81, -3.23], [-0.53, 2.55, -3.08], [-1.62, 1.81, 1.86], [1.89, 0.59, 5.57], [1.98, 5.62, 2.30], [-3.11, 1.37, 3.82], [0.55, -0.46, 4.95], [1.25, -5.04, -0.08], [-2.74, 1.22, -5.27], [-0.75, 0.55, -0.60], [0.03, 1.02, 2.81], [-3.61, -0.10, -1.77], [2.20, 1.32, 2.89], [-1.73, -4.23, -2.01], [-2.48, 2.50, 3.76], [-4.39, -1.65, -1.02], [-0.81, -0.16, -1.95], [-3.50, 0.80, 5.89], [-3.08, -1.20, 2.51], [-4.04, 1.11, 4.99], [0.27, 1.25, 5.36], [3.99, 1.81, -0.87], [0.88, 6.37, 1.49], [3.43, -4.11, -2.80], [-2.30, -3.47, -1.89], [0.17, 3.03, -2.65], [0.22, -0.37, -2.22], [1.51, 3.48, 0.86], [-4.39, -1.54, -0.07]],
  "largest_force_ev_per_a": 4.69,
  "relative_energy_kj_mol": 0.0,
  "charge": -3,
  "orbital_gap_ev": 4.06
}

charge of number 2 (C14H37O22Zn2)? -3

The highest charge belongs to which entry? C14H37I2OP2Si2W